The following is a DFT calculation (ωB97M-V/def2-TZVPD) of 2 unconnected molecules or ions with the total composition CH2FPS2 at a distorted geometry.

The calculation puts the total energy at -1276.6787 Ha. The calculation puts the orbital gap (spin up / spin down) at 7.13 / 7.15 eV.

```
! wB97M-V def2-TZVPD RIJCOSX def2/J DEFGRID3
* xyz 0 1
C -1.7943 0.2737 -2.7002
P -0.5321 0.5549 0.1228
S -0.4950 -1.2810 -4.8344
H -0.4433 -0.4963 1.2217
S -1.6985 -0.6189 -1.2693
H 0.5552 0.1835 -0.7148
F -1.2618 1.4852 -2.5934
*
```

***

The following is a DFT calculation (ωB97M-V/def2-TZVPD) of a single C3H8N2OS molecule at a distorted geometry.

As for the SMILES: NC(=O)[C@@H](N)CS. The calculation puts the total energy at -702.0369 Ha. The calculation puts the orbital gap at 10.24 eV.

```
! wB97M-V def2-TZVPD RIJCOSX def2/J DEFGRID3
* xyz 0 1
N -0.0999 0.7320 -1.6496
C 0.5530 -0.7494 0.3308
H 0.3419 1.0114 -2.5072
H -0.2047 -0.1542 2.3438
C 0.4979 -0.3965 -1.1785
H -0.9601 1.0927 -1.2921
S -1.9002 0.9001 0.9946
N 1.9234 -0.8988 0.8017
H 2.2186 -1.7402 0.3371
H -0.0203 -1.6820 0.3634
H 0.4146 1.0928 1.2850
O 1.3061 -0.9822 -1.8782
H 2.4258 -0.0568 0.5360
C -0.1988 0.1799 1.3118
H -2.1616 0.1270 -0.0955
*
```

***

The following is a DFT calculation (ωB97M-V/def2-TZVPD) of a single C2H4O3S molecule at a distorted geometry.

As for the SMILES: COC=S(=O)=O. The calculation puts the total energy at -702.3586 Ha. The calculation puts the orbital gap (spin up / spin down) at 7.97 / 7.97 eV.

```
! wB97M-V def2-TZVPD RIJCOSX def2/J DEFGRID3
* xyz 0 1
H -1.8905 -0.5505 -0.3399
S 2.1121 -0.0802 -0.2483
O 2.3689 1.3432 -0.1534
H -2.4930 0.6942 0.5089
O -0.3902 0.3782 0.6917
H -1.5222 0.9603 -0.9801
C 0.3142 -0.6562 0.6172
H -0.0275 -1.4394 0.0197
O 3.1186 -1.0600 0.0348
C -1.5903 0.4105 -0.1505
*
```

***

The following is a DFT calculation (ωB97M-V/def2-TZVPD) of a molecular structure, C40H50Cl2N2O2P2Sc at a distorted geometry.

The calculation puts the total energy at -4178.0138 Ha. The calculation puts the orbital gap at 7.14 eV.

```
! wB97M-V def2-TZVPD RIJCOSX def2/J DEFGRID3
* xyz 1 1
C 4.3440 -2.3438 5.1752
H 2.9920 1.6861 0.6288
C -3.6710 0.3956 2.0986
H 3.3953 -2.3514 -2.0540
H -4.5400 0.2984 1.4613
H -0.3380 7.5576 0.0605
C 2.4170 -2.7830 -0.1485
C 2.1623 6.5848 0.5467
H -5.0474 -1.2807 -1.6109
C -0.5520 5.5668 -0.7069
H -1.6584 -0.0088 -2.5571
H -3.2175 1.0466 -0.8264
C -1.5762 7.5449 -1.6688
H -0.1227 -1.1389 4.6728
H 5.4847 -1.0753 1.1491
O -0.7879 2.0818 0.1646
C 3.1723 -1.8659 4.3616
C -1.1676 4.7725 -1.6862
P -2.2872 -0.9599 0.0408
C -3.3566 0.0109 -1.1576
H 1.1482 -4.5300 -0.0397
C -2.1959 6.7650 -2.6310
H 3.7492 7.9606 0.9131
H -2.7279 1.7537 5.0229
H -3.1533 -4.5368 -0.7052
C -1.4403 0.7128 3.6848
H -1.9758 -3.4401 -1.4324
Cl -0.1563 4.6986 3.1813
H -2.2392 -3.0746 1.0502
H 4.1590 0.9894 1.7615
H -1.9494 2.8685 -2.2326
H 4.2140 -2.0989 6.2280
H 5.2761 -1.9004 4.8264
H 1.1501 -3.5664 1.4449
H 1.6298 -2.2398 -2.0929
C -1.2990 0.0044 2.4843
C -2.4544 -0.1408 1.6754
C -1.9920 5.4006 -2.6214
H -4.3612 -2.1509 1.9500
P 2.3309 -1.0245 0.4234
C 1.1395 5.7807 1.0745
C 3.9100 -0.1770 -0.0513
C -4.3454 -2.7159 1.0200
H -0.1104 4.2191 0.7445
C -2.6622 1.2074 4.0889
H 3.7591 0.0378 -1.1150
C -5.1259 1.6140 3.7601
C -3.8062 1.0523 3.3090
H 3.4835 7.8794 3.3720
C -0.9679 3.2883 -1.9755
H -5.3009 1.3774 4.8097
Sc 0.0579 0.1875 0.1034
C -2.7378 -0.1614 -2.5566
O 0.3091 1.3275 -1.5488
C 1.1693 -3.5142 0.3565
H -3.1764 0.5499 -3.2590
H -1.7037 8.6190 -1.6638
H 4.2234 -1.8929 2.5080
H -5.1279 -2.3440 0.3622
H 5.1436 -1.9547 -0.3503
C 2.8387 7.2877 2.7376
H 2.4184 -3.8226 -2.0500
H -2.9338 -1.1640 -2.9413
C 2.2172 -1.1985 2.2304
C -0.7831 6.9465 -0.7124
H 4.7221 1.8082 0.3002
C 5.2068 -0.9650 0.1025
N -0.0761 -0.4862 2.0031
H -2.4810 4.7958 -3.3773
H 1.7483 6.4167 4.3690
H 3.3071 -3.2529 0.2761
Cl 2.4510 6.6042 -1.1605
H -3.7125 -3.1523 -1.6361
H 0.2610 -2.9984 0.0241
C 2.9865 7.3405 1.3628
H -0.5633 0.9199 4.2804
C -2.9474 -3.4912 -0.9366
C 0.8382 -1.2286 4.1879
C 0.9597 -0.9274 2.8245
H -4.5782 -3.7556 1.2549
H 6.0128 -0.4236 -0.3944
C 1.8744 6.4674 3.2966
H 1.7828 -1.8651 5.9875
N 0.2974 5.0091 0.2704
H 4.4456 -3.4285 5.0956
C 1.0510 5.7263 2.4710
H -2.8334 7.2164 -3.3789
H -5.3639 -0.1433 -0.2899
C -4.8546 -0.2739 -1.2420
H -0.3691 3.2158 -2.8844
C 1.9193 -1.6643 4.9313
C -2.9759 -2.6627 0.3504
C 2.4743 -2.7990 -1.6786
C -0.4323 2.2382 -1.0498
H -5.3047 0.4252 -1.9491
H -5.1250 2.7014 3.6621
C 3.9476 1.1567 0.7047
C 3.2824 -1.6670 2.9934
H -5.9532 1.2169 3.1745
*
```